# 1
Density functional theory data (ωB97M-V with the def2-TZVPD basis set) for C25H36IN2P2S6SbTc as an isolated structure at a distorted geometry.

Geometry as XYZ:
```
74
C25H36IN2P2S6SbTc, DFT ωB97M-V with the def2-TZVPD basis set
Tc -2.2080 0.8703 0.7994
C -5.0355 3.1111 0.5638
P -4.1682 1.7484 -0.2563
C -4.0394 2.3546 -1.9736
C -5.4471 0.4290 -0.3516
C -4.7793 -0.8828 -0.7577
P -3.3118 -1.1871 0.3130
C -2.4345 -2.4912 -0.6177
C -3.9898 -2.1370 1.7115
H -5.9000 3.4185 -0.0241
H -4.3464 3.9484 0.6781
H -5.3469 2.7949 1.5609
H -5.0274 2.5449 -2.3942
H -3.5105 1.6357 -2.6006
H -3.4798 3.2899 -1.9747
H -6.2561 0.7054 -1.0347
H -5.8731 0.3556 0.6556
H -4.3984 -0.8114 -1.7830
H -5.4681 -1.7318 -0.7247
H -3.0939 -3.3420 -0.8006
H -1.5681 -2.8250 -0.0458
H -2.0800 -2.0870 -1.5678
H -4.5354 -3.0157 1.3623
H -4.6406 -1.5026 2.3115
H -3.1638 -2.4475 2.3531
S -0.4488 -0.0685 2.0076
C 0.9081 -0.2712 0.9538
N 2.0705 -0.8036 1.4046
C 3.0082 -1.3360 0.4422
C 3.1447 -0.3540 -0.7009
N 1.8335 -0.0785 -1.2475
C 1.7636 0.0880 -2.6850
C 1.9660 -1.2299 -3.3860
C 1.0763 -2.2731 -3.1459
C 1.2504 -3.4952 -3.7645
C 2.3152 -3.6904 -4.6319
C 3.2028 -2.6584 -4.8756
C 3.0285 -1.4330 -4.2515
C 0.7653 0.0461 -0.4329
S -0.7497 0.4902 -1.0818
C 2.4241 -0.9326 2.8112
C 3.7046 -0.1994 3.1013
C 3.7458 1.1851 2.9861
C 4.9259 1.8662 3.2086
C 6.0782 1.1744 3.5475
C 6.0444 -0.2043 3.6681
C 4.8587 -0.8866 3.4437
H 2.6650 -2.3125 0.0715
H 3.9716 -1.4682 0.9335
H 3.7653 -0.7731 -1.4947
H 3.6101 0.5734 -0.3441
H 2.5264 0.8109 -2.9944
H 0.7882 0.5101 -2.9338
H 0.2481 -2.1169 -2.4683
H 0.5538 -4.2985 -3.5746
H 2.4497 -4.6470 -5.1165
H 4.0347 -2.8061 -5.5493
H 3.7238 -0.6261 -4.4423
H 2.5379 -1.9951 3.0582
H 1.6096 -0.5373 3.4129
H 2.8450 1.7275 2.7311
H 4.9462 2.9414 3.1253
H 6.9999 1.7106 3.7227
H 6.9384 -0.7498 3.9356
H 4.8302 -1.9650 3.5400
S 0.1609 1.0712 3.4083
Sb -1.8276 2.0781 4.3047
S -1.4906 3.1740 1.0493
S -3.3593 0.9831 2.8328
S -1.8111 4.2378 3.3335
I -1.7131 5.7680 -0.9806
C -0.8805 3.8316 -0.5046
H 0.1923 3.9950 -0.4740
H -1.1288 3.2020 -1.3554
```

Output
LUMO level (alpha / beta) (eV): 0.3 / -1.4
E_HOMO (alpha / beta) (Eh): -0.227 / -0.231
F_max (eV Å⁻¹): 4.60
<S²>: 3.7687
ΔE to the lowest compared entry with this formula, charge and spin (kcal/mol): 22.2
HOMO-LUMO gap (alpha / beta) (eV): 6.44 / 4.88
Spin multiplicity: 4

---

# 2
Density functional theory data (ωB97M-V with the def2-TZVPD basis set) for C25H36IrN9O2 as an isolated structure at a distorted geometry.

Geometry as XYZ:
```
73
C25H36IrN9O2, DFT ωB97M-V with the def2-TZVPD basis set
Ir -1.4103 0.1478 -0.3140
C -2.4398 -2.6674 4.3037
N -1.9392 -1.4874 3.5864
C -1.3226 -0.3976 4.3479
C -2.0593 -1.3601 2.2661
N -1.6661 -0.2840 1.6252
N -2.6169 -2.4371 1.6049
C -2.8254 -2.5815 0.2610
N -3.3320 -3.7549 -0.1263
N -2.5609 -1.6040 -0.5554
H -2.2681 -2.5296 5.3647
H -1.9083 -3.5734 4.0044
H -3.5154 -2.7925 4.1642
H -1.2910 -0.6700 5.3963
H -1.9036 0.5226 4.2557
H -0.2980 -0.2246 4.0118
H -1.2340 0.4033 2.2234
H -2.8701 -3.2206 2.1841
H -3.5491 -4.4989 0.5163
H -3.5276 -3.9390 -1.0964
H -2.7993 -1.8238 -1.5145
O -0.0363 0.7008 -2.1320
C 0.8644 0.1325 -1.5039
N 2.1646 -0.0350 -1.7895
C 2.8339 -0.8214 -0.7583
C 1.5986 -1.0853 0.2233
O 1.6474 -1.7282 1.2376
N 0.5355 -0.4237 -0.3176
C 3.9408 -0.0775 -0.0209
C 4.4041 -0.5219 1.2329
C 5.5216 0.0586 1.8059
C 6.1781 1.0937 1.1549
C 5.7089 1.5563 -0.0781
C 4.5895 0.9929 -0.6527
C 3.4578 -2.0994 -1.2449
C 3.8874 -2.2184 -2.5893
C 4.5806 -3.3237 -2.9879
C 4.8504 -4.3734 -2.0648
C 4.4215 -4.2777 -0.7369
C 3.7285 -3.1710 -0.3260
H 2.5595 0.2424 -2.6723
H 3.8727 -1.2945 1.7675
H 5.8658 -0.2782 2.7739
H 7.0407 1.5590 1.6128
H 6.2332 2.3476 -0.5967
H 4.2517 1.3535 -1.6149
H 3.7278 -1.4198 -3.2993
H 4.9409 -3.3927 -4.0057
H 5.3755 -5.2591 -2.4000
H 4.6077 -5.0894 -0.0475
H 3.3528 -3.1147 0.6842
C -4.1034 4.8431 -2.3490
C -4.1389 4.2021 -0.9653
N -3.2265 3.0494 -0.7843
C -3.8188 1.7295 -0.9914
C -4.0078 1.3612 -2.4505
C -1.9574 3.2087 -0.3923
C -1.3958 4.5886 -0.2554
N -1.2028 2.1790 -0.0877
H -4.6481 5.7857 -2.3056
H -4.5848 4.2213 -3.1014
H -3.0873 5.0558 -2.6793
H -5.1482 3.8537 -0.7476
H -3.8932 4.9489 -0.2140
H -4.7691 1.6954 -0.4580
H -3.1570 0.9652 -0.5089
H -4.6735 2.0672 -2.9415
H -4.4701 0.3751 -2.5206
H -3.0554 1.3479 -2.9824
H -1.8759 5.1140 0.5715
H -1.5518 5.1684 -1.1620
H -0.3299 4.5457 -0.0505
H -0.2730 2.4342 0.2128
```

Output
LUMO level (alpha / beta) (eV): -8.6 / -11.7
E_HOMO (alpha / beta) (Eh): -0.611 / -0.598
Total charge: +3
F_max (eV Å⁻¹): 1.99
<S²>: 0.7691
ΔE to the lowest compared entry with this formula, charge and spin (kcal/mol): 0.0
HOMO-LUMO gap (alpha / beta) (eV): 7.98 / 4.58
Spin multiplicity: 2

---

# 3
Density functional theory data (ωB97M-V with the def2-TZVPD basis set) for C25H36N4O4 as an isolated structure at a distorted geometry.

Geometry as XYZ:
```
69
C25H36N4O4, DFT ωB97M-V with the def2-TZVPD basis set
C 9.9438 2.8795 2.7667
C 9.1874 1.9177 1.7402
C 7.7483 2.2298 1.3500
C 7.1914 1.4561 0.3416
C 6.9916 0.2025 0.7699
C 6.3388 -0.7527 -0.1325
O 6.9221 -1.5286 -0.7692
N 4.9609 -0.5117 -0.3347
C 3.9935 -1.0108 -1.1567
C 2.6048 -0.5314 -0.8352
C 1.6724 -1.1974 -1.7175
C 1.9683 -1.9602 -2.8166
C 3.1133 -2.1621 -2.9138
C 4.1840 -2.0332 -2.0840
H 5.2021 -2.2236 -2.3571
H 3.4344 -3.0882 -3.5523
H 1.0057 -2.1273 -3.1853
C 0.2889 -0.5148 -1.3439
N -0.8328 -0.9620 -2.2741
O -1.8484 -0.3847 -1.6921
C -1.6296 0.5855 -0.7012
C -2.0498 1.8165 -0.8069
C -3.6066 1.8697 -0.3904
N -3.7675 0.5954 0.3890
C -5.0921 0.1604 0.1436
O -6.1554 0.8710 0.1439
C -5.2137 -1.0081 1.0791
C -6.6750 -1.6928 1.1901
C -6.6812 -2.9854 1.9242
C -8.2274 -3.3524 2.2807
C -9.1478 -3.5145 0.9149
H -9.2393 -2.3813 0.4343
H -8.7833 -4.1719 0.2627
H -10.1078 -3.6525 1.3516
H -8.5475 -2.5660 2.9457
H -8.2032 -4.5340 2.6501
H -6.4414 -3.6207 0.8939
H -6.1056 -3.2106 2.9269
H -7.1907 -1.4880 0.3554
H -6.9341 -1.0010 2.0416
H -4.8353 -1.8790 0.4684
H -4.4492 -1.3804 2.1137
C -2.4922 0.0803 0.5482
H -2.1468 0.4757 1.5611
H -2.5825 -1.0588 0.3815
H -4.5236 2.1650 -1.1730
C -3.9041 3.2150 0.7153
O -3.0274 3.8681 1.2000
N -5.1350 3.3106 0.7887
H -5.2047 3.9633 1.6417
H -5.8337 2.6693 0.5292
H -1.6261 2.6697 -0.4105
H -2.3082 2.1442 -2.0791
C -0.2323 0.4515 -0.2138
H 0.2303 1.3856 -0.2946
H 0.0131 -0.1710 0.8032
H 2.4733 0.2160 -0.0881
H 4.7066 0.0987 0.5226
H 6.4637 -0.1148 1.7625
H 7.8732 -0.6173 1.2719
H 6.2125 1.9499 0.0232
H 7.8290 1.3678 -0.4566
H 7.8481 3.3577 0.9722
H 7.4599 2.2943 2.4235
H 9.8938 1.9572 0.8888
H 9.3169 0.9802 2.2542
H 9.4218 3.0409 3.7113
H 10.9680 2.4542 2.9836
H 10.1477 3.9666 2.3371
```

Output
LUMO level (eV): 0.0
E_HOMO (Eh): -0.295
F_max (eV Å⁻¹): 19.97
ΔE to the lowest compared entry with this formula, charge and spin (kcal/mol): 498.5
HOMO-LUMO gap (eV): 8.03